Model 1:
This record from the Open Molecules 2025 dataset describes one molecule with the formula C2H3N3O2. The level of theory is wB97M-V/def2-TZVPD.

Computed properties:
**Highest occupied orbital energy**: -8.37 eV
**LUMO level**: 0.0212 Ha

Cartesian coordinates (Å):
1 C -0.4717 -0.1860 -0.4152
2 C 0.9231 0.9759 0.8048
3 H -1.6991 -1.3679 -1.4306
4 H -2.6588 -0.2360 -0.5006
5 H 2.4624 -0.4554 0.6226
6 N -1.6205 -0.6974 -0.7291
7 N 0.6968 -0.7443 -0.5231
8 N 1.5097 -0.0328 0.2068
9 O 1.3300 1.7858 1.6832
10 O -0.4720 0.9582 0.2812

---

Model 2:
This record from the Open Molecules 2025 dataset describes one molecule with the formula C2H3N3O2. The level of theory is wB97M-V/def2-TZVPD.

Computed properties:
**Highest occupied orbital energy**: -8.51 eV
**LUMO level**: 0.0087 Ha

Cartesian coordinates (Å):
1 C 0.3877 -0.4795 0.0941
2 C -1.6664 -0.3897 -0.1735
3 H 3.3348 -0.1156 -0.3780
4 H -2.7000 -0.6612 -0.1775
5 H -1.6656 1.6019 0.6580
6 N 1.6049 -0.7400 0.0990
7 N -0.6800 -1.2830 0.0218
8 N -1.2760 0.8797 -0.0586
9 O 2.5578 0.3570 -0.0845
10 O 0.1029 0.8305 -0.0007

---

Model 3:
This record from the Open Molecules 2025 dataset describes one molecule with the formula C2H3N3O2. The level of theory is wB97M-V/def2-TZVPD.

Computed properties:
**Highest occupied orbital energy**: -9.78 eV
**LUMO level**: 0.0067 Ha

Cartesian coordinates (Å):
1 C -0.4458 1.2970 -0.2651
2 C 0.3887 -0.5859 0.3516
3 H -0.9486 -1.4990 -1.5207
4 H -1.3648 2.0996 -0.6629
5 H -0.0651 -2.2146 1.6413
6 N 0.2623 0.2076 -0.8347
7 N -0.1053 1.5463 0.9864
8 N 0.3263 -1.8840 0.5448
9 O -0.5821 -0.5126 -1.8215
10 O 0.4993 0.2948 1.2149

---

Model 4:
This record from the Open Molecules 2025 dataset describes a 2-piece molecular cluster, C2H3N3O2 overall. The level of theory is wB97M-V/def2-TZVPD.

Computed properties:
**Highest occupied orbital energy (spin up / spin down)**: -8.90 / -8.90 eV
**LUMO level (spin up / spin down)**: -0.0107 / -0.0107 Ha

Cartesian coordinates (Å):
1 C 1.0136 -1.4355 -0.7140
2 C -1.0187 -0.5955 -0.2285
3 N -1.6573 -1.1784 -1.0395
4 N 1.5665 -1.7786 0.2406
5 N -0.9558 0.4141 0.6636
6 O 1.8748 -1.7335 1.4107
7 O -1.8999 -1.9888 -1.8967
8 H 0.9035 -1.1659 -1.7476
9 H -1.8683 0.9016 1.0930
10 H -0.2367 0.2505 1.3448

---

Verdict on stability: model 1 comes out on top.

---

Model 1:
This record from the Open Molecules 2025 dataset describes a 2-piece molecular cluster, C2H3N3O2 overall. The level of theory is wB97M-V/def2-TZVPD.

Computed properties:
**Highest occupied orbital energy**: -10.19 eV
**LUMO level**: -0.0121 Ha

Cartesian coordinates (Å):
1 C -1.3105 -1.3913 -0.5491
2 C 0.2686 0.9329 -0.0267
3 N -1.6867 -2.3929 -0.9823
4 N 0.9606 0.5750 -0.9664
5 N 0.7560 1.2232 1.3968
6 O 1.9410 1.0934 1.6201
7 O 0.0094 1.8576 2.1184
8 H -0.7420 1.2642 -0.1607
9 H 1.9066 0.2637 -1.1837
10 H -2.1030 -3.4258 -1.2664

---

Model 2:
This record from the Open Molecules 2025 dataset describes a 2-piece molecular cluster, C2H3N3O2 overall. The level of theory is wB97M-V/def2-TZVPD.

Computed properties:
**Highest occupied orbital energy**: -9.58 eV
**LUMO level**: -0.0299 Ha

Cartesian coordinates (Å):
1 N 1.0299 1.6067 0.2438
2 C 0.2352 0.5024 0.1655
3 N 0.4153 -0.2627 1.4464
4 O -0.0851 -1.3462 1.4291
5 C -1.8213 -2.5024 -0.5707
6 O -0.9773 -2.9585 -1.1816
7 N -0.5389 0.0738 -0.7370
8 H 0.8915 2.3719 -0.3961
9 H 1.4219 1.8239 1.1477
10 H -0.5711 0.6912 -1.5471

---

Verdict on stability: model 2 comes out on top.

---

Model 1:
This record from the Open Molecules 2025 dataset describes one molecule with the formula C2H3N3O2. The level of theory is wB97M-V/def2-TZVPD.

Computed properties:
**Highest occupied orbital energy**: -10.70 eV
**LUMO level**: 0.0021 Ha

Cartesian coordinates (Å):
1 C 1.3594 -1.4633 0.2607
2 C 0.8070 -0.3646 -0.4427
3 N 1.7811 -2.4069 0.7785
4 N -0.5133 -0.0931 -0.0056
5 N 1.8042 0.8204 0.0097
6 O 1.7374 1.1179 1.1749
7 O 2.5127 1.2153 -0.8474
8 H 1.0856 -0.7310 -1.5389
9 H -0.7016 0.0228 0.9993
10 H -0.9867 0.6126 -0.4368

---

Model 2:
This record from the Open Molecules 2025 dataset describes one molecule with the formula C2H3N3O2. The level of theory is wB97M-V/def2-TZVPD.

Computed properties:
**Highest occupied orbital energy**: -9.38 eV
**LUMO level**: 0.0165 Ha

Cartesian coordinates (Å):
1 N -1.8258 -0.0905 -0.0823
2 C -0.4741 -0.1860 0.0869
3 N 0.0416 -1.3637 -0.0294
4 O 1.4092 -1.1521 -0.2131
5 C 1.6929 0.1691 -0.1230
6 O 2.7832 0.6596 -0.2044
7 N 0.4692 0.7982 0.0848
8 H -2.0455 -1.0738 -0.2175
9 H -2.3892 0.4443 0.5693
10 H 0.3384 1.7949 0.1288

---

Verdict on stability: model 2 comes out on top.

---

Model 1:
This record from the Open Molecules 2025 dataset describes a 2-piece molecular cluster, C3H8N2O2 overall. The level of theory is wB97M-V/def2-TZVPD.

Computed properties:
**Highest occupied orbital energy (spin up / spin down)**: -8.84 / -10.68 eV
**LUMO level (spin up / spin down)**: -0.0304 / -0.0428 Ha

Cartesian coordinates (Å):
1 C 0.3843 0.5094 1.4021
2 C 0.1365 0.9476 -1.1125
3 C -0.3830 0.5417 0.0938
4 N -0.3162 -2.1081 -0.5011
5 N -1.8696 0.2598 0.0920
6 O -2.4803 0.1696 1.1480
7 O -2.4230 0.2589 -1.0347
8 H 1.3197 -0.0046 1.4229
9 H 0.4368 1.4700 1.8697
10 H -0.3227 0.0309 2.0554
11 H -0.4233 0.6730 -1.9791
12 H 0.1821 1.9954 -1.2945
13 H 1.1028 0.4912 -1.3160
14 H -0.0740 -2.1433 0.5207
15 H -1.2519 -2.5725 -0.7153

---

Model 2:
This record from the Open Molecules 2025 dataset describes C3H8N2O2 as an isolated structure. The level of theory is wB97M-V/def2-TZVPD.

Computed properties:
**Highest occupied orbital energy**: -9.08 eV
**LUMO level**: 0.0096 Ha

Cartesian coordinates (Å):
1 C 0.9680 -0.3889 -1.4655
2 C 0.6972 1.0277 0.9390
3 N 0.1857 -0.1744 0.2968
4 C -1.4667 0.1247 -0.2812
5 O -1.2146 0.2900 -1.4881
6 O 0.1280 -1.2266 1.2402
7 N -2.5098 -0.0010 0.4038
8 H -0.3984 -1.9045 0.7862
9 H -2.3711 -0.3620 1.3404
10 H 0.8324 0.3041 -2.2871
11 H 0.7088 -1.4160 -1.6846
12 H 1.9601 -0.2611 -1.0493
13 H 0.4782 1.8636 0.2726
14 H 1.7766 0.9516 1.0647
15 H 0.2257 1.1730 1.9123

---

Verdict on stability: model 2 comes out on top.